1.
One molecule with the formula C2H6N2O at a distorted geometry, computed with wB97M-V/def2-TZVPD.

Last columns: bonded neighbours and bond lengths (Å).
Cartesian coordinates (Å):
1 C 1.01 1.19 0.72  C2 1.522, O5 1.294, H6 1.119, H7 1.186
2 C 0.47 -0.14 0.22  C1 1.522, N4 1.319, H8 1.106
3 N -1.33 -1.13 -1.09  N4 1.392, H9 1.070, H10 1.102
4 N -0.80 -0.41 -0.02  C2 1.319, N3 1.392, H11 1.045
5 O 1.14 1.83 -0.40  C1 1.294
6 H 0.22 1.66 1.36  C1 1.119
7 H 1.95 0.86 1.36  C1 1.186
8 H 1.34 -0.44 -0.40  C2 1.106
9 H -0.53 -1.65 -1.57  N3 1.070
10 H -1.98 -1.93 -0.70  N3 1.102
11 H -1.49 0.16 0.51  N4 1.045

The value obtained for the orbital gap (alpha / beta) is 6.962 / 7.939 eV. As for the energy above the lowest of the compared OMol25 structures with the same formula, charge and spin: 29.2 kcal/mol. The spin multiplicity is 3. The expectation value of S² is 2.009. Its charge is 0. As for the strongest force on any atom: 4.543 eV/Å.

Atom-resolved charges from Löwdin, all expressed in e: -0.408, -0.212, -0.003, -0.158, 0.031, 0.108, 0.146, 0.102, 0.108, 0.122, 0.164

2.
A 6-piece molecular cluster, C16H42B4N6O10 overall, computed with wB97M-V/def2-TZVPD.

Last columns: bonded neighbours and bond lengths (Å).
Cartesian coordinates (Å):
1 N 1.17 2.97 2.66  B2 1.451, H12 1.015, H13 1.018
2 B 0.38 4.16 2.41  N1 1.451, O3 1.395, O11 1.393
3 O 0.37 5.22 3.31  B2 1.395, B4 1.383
4 B -0.43 6.29 2.93  O3 1.383, O5 1.379, H14 1.190
5 O -1.67 5.99 2.42  B4 1.379, B6 1.399
6 B -1.69 4.93 1.51  O5 1.399, C7 1.551, O11 1.398
7 C -3.00 4.41 0.85  B6 1.551, B8 1.585, H15 1.093, H16 1.096
8 B -4.18 4.06 1.85  C7 1.585, O9 1.380, O10 1.380
9 O -5.48 4.08 1.38  B8 1.380, H17 0.962
10 O -4.02 3.81 3.20  B8 1.380, H18 0.959
11 O -0.46 4.31 1.30  B2 1.393, B6 1.398
12 H 0.57 2.16 2.78  N1 1.015
13 H 1.80 2.74 1.90  N1 1.018
14 H -0.03 7.41 2.98  B4 1.190
15 H -2.77 3.51 0.28  C7 1.093
16 H -3.39 5.15 0.15  C7 1.096
17 H -6.11 4.38 2.04  O9 0.962
18 H -3.14 3.50 3.44  O10 0.959
19 C -4.07 0.59 0.65  O20 1.223, N21 1.336, H24 1.102
20 O -3.21 1.36 1.04  C19 1.223
21 N -4.20 0.16 -0.61  C19 1.336, C22 1.454, C23 1.455
22 C -5.21 -0.81 -1.00  N21 1.454, H25 1.089, H26 1.092, H27 1.089
23 C -3.29 0.69 -1.61  N21 1.455, H28 1.088, H29 1.092, H30 1.087
24 H -4.83 0.18 1.34  C19 1.102
25 H -4.74 -1.69 -1.42  C22 1.089
26 H -5.90 -0.37 -1.73  C22 1.092
27 H -5.78 -1.10 -0.12  C22 1.089
28 H -2.26 0.46 -1.37  C23 1.088
29 H -3.40 1.78 -1.67  C23 1.092
30 H -3.52 0.24 -2.57  C23 1.087
31 C 0.43 -0.37 -3.00  O32 1.219, N33 1.348, H36 1.099
32 O -0.77 -0.57 -3.08  C31 1.219
33 N 1.01 0.83 -3.18  C31 1.348, C34 1.446, C35 1.452
34 C 2.44 1.02 -3.08  N33 1.446, H37 1.091, H38 1.093, H39 1.089
35 C 0.16 1.98 -3.45  N33 1.452, H40 1.091, H41 1.091, H42 1.088
36 H 1.14 -1.18 -2.76  C31 1.099
37 H 2.70 1.71 -2.28  C34 1.091
38 H 2.85 1.40 -4.02  C34 1.093
39 H 2.91 0.06 -2.87  C34 1.089
40 H -0.55 2.14 -2.64  C35 1.091
41 H -0.41 1.82 -4.37  C35 1.091
42 H 0.79 2.86 -3.56  C35 1.088
43 C -3.85 -4.77 -1.85  O44 1.219, N45 1.344, H48 1.103
44 O -4.66 -3.86 -1.84  C43 1.219
45 N -2.52 -4.61 -1.77  C43 1.344, C46 1.443, C47 1.458
46 C -1.61 -5.74 -1.78  N45 1.443, H49 1.093, H50 1.093, H51 1.090
47 C -1.96 -3.27 -1.69  N45 1.458, H52 1.092, H53 1.088, H54 1.087
48 H -4.16 -5.83 -1.93  C43 1.103
49 H -1.02 -5.76 -0.86  C46 1.093
50 H -0.93 -5.68 -2.63  C46 1.093
51 H -2.18 -6.66 -1.85  C46 1.090
52 H -2.33 -2.75 -0.80  C47 1.092
53 H -2.25 -2.68 -2.56  C47 1.088
54 H -0.88 -3.33 -1.65  C47 1.087
55 C 4.35 2.63 2.14  O56 1.219, N57 1.346, H60 1.100
56 O 3.77 2.65 1.07  C55 1.219
57 N 5.26 1.70 2.49  C55 1.346, C58 1.447, C59 1.451
58 C 5.92 1.73 3.77  N57 1.447, H61 1.092, H62 1.092, H63 1.088
59 C 5.56 0.65 1.54  N57 1.451, H64 1.090, H65 1.091, H66 1.088
60 H 4.16 3.39 2.92  C55 1.100
61 H 7.00 1.82 3.66  C58 1.092
62 H 5.71 0.82 4.34  C58 1.092
63 H 5.56 2.58 4.35  C58 1.088
64 H 5.95 1.06 0.61  C59 1.090
65 H 4.67 0.07 1.30  C59 1.091
66 H 6.31 -0.01 1.98  C59 1.088
67 C 1.98 -3.46 0.07  O68 1.217, N69 1.347, H72 1.102
68 O 1.31 -3.12 -0.88  C67 1.217
69 N 2.75 -4.57 0.10  C67 1.347, C70 1.446, C71 1.453
70 C 3.53 -4.94 1.26  N69 1.446, H73 1.092, H74 1.092, H75 1.089
71 C 2.78 -5.41 -1.08  N69 1.453, H76 1.090, H77 1.090, H78 1.088
72 H 2.02 -2.88 1.01  C67 1.102
73 H 4.59 -4.99 1.02  C70 1.092
74 H 3.22 -5.92 1.65  C70 1.092
75 H 3.38 -4.20 2.04  C70 1.089
76 H 3.14 -4.86 -1.95  C71 1.090
77 H 1.78 -5.78 -1.32  C71 1.090
78 H 3.43 -6.26 -0.89  C71 1.088

The value obtained for the orbital gap is 8.770 eV. The spin multiplicity is 1. Its charge is 0. The SMILES is NB1OBOB(CB(O)O)O1.CN(C)C=O.CN(C)C=O.CN(C)C=O.CN(C)C=O.CN(C)C=O. As for the strongest force on any atom: 0.678 eV/Å.

Atom-resolved charges from Löwdin, all expressed in e: 0.194, -0.649, 0.258, -0.315, 0.256, -0.525, 0.064, -0.657, 0.151, 0.166, 0.282, 0.083, 0.043, 0.116, 0.090, 0.118, 0.102, 0.101, -0.332, 0.000, -0.177, -0.044, -0.037, 0.139, 0.052, 0.092, 0.086, 0.074, 0.091, 0.090, -0.328, -0.002, -0.191, -0.056, -0.034, 0.121, 0.089, 0.088, 0.081, 0.086, 0.092, 0.086, -0.344, -0.002, -0.186, -0.066, -0.030, 0.130, 0.084, 0.090, 0.080, 0.097, 0.085, 0.057, -0.345, -0.004, -0.194, -0.058, -0.042, 0.137, 0.089, 0.089, 0.085, 0.092, 0.088, 0.084, -0.334, 0.002, -0.196, -0.060, -0.035, 0.136, 0.089, 0.090, 0.082, 0.094, 0.082, 0.087

3.
A 2-piece molecular cluster, C5H13NO2 overall at a distorted geometry, computed with wB97M-V/def2-TZVPD.

Last columns: bonded neighbours and bond lengths (Å).
Cartesian coordinates (Å):
1 C -1.44 -2.48 -0.96  C2 1.537, H8 1.023, H9 1.116, H10 1.132
2 C -1.19 -1.10 -0.35  C1 1.537, N3 1.445, H11 1.078, H12 1.126
3 N 0.23 -0.81 -0.43  C2 1.445, C5 1.409, H13 1.050
4 C 2.35 0.29 -0.40  C5 1.598, H14 1.175, H15 1.094, H16 1.088
5 C 0.83 0.36 0.08  N3 1.409, C4 1.598, C6 1.578, H17 1.031
6 C 1.03 0.42 1.65  C5 1.578, O7 1.208, H18 1.093
7 O 1.09 1.48 2.22  C6 1.208
8 H -1.23 -2.55 -1.96  C1 1.023
9 H -0.72 -3.07 -0.35  C1 1.116
10 H -2.46 -2.97 -0.88  C1 1.132
11 H -1.88 -0.39 -0.77  C2 1.078
12 H -1.34 -1.17 0.77  C2 1.126
13 H 0.90 -1.61 -0.40  N3 1.050
14 H 2.34 0.49 -1.56  C4 1.175
15 H 2.84 -0.64 -0.12  C4 1.094
16 H 2.96 1.13 -0.09  C4 1.088
17 H 0.25 1.17 -0.19  C5 1.031
18 H 1.16 -0.55 2.15  C6 1.093
19 H -2.12 2.02 -0.20  O21 1.023
20 H -2.30 1.12 -1.55  O21 0.931
21 O -2.26 1.99 -1.22  H19 1.023, H20 0.931

The value obtained for the orbital gap is 9.279 eV. As for the energy above the lowest of the compared OMol25 structures with the same formula, charge and spin: 66.8 kcal/mol. The spin multiplicity is 1. Its charge is 0. The SMILES is CCN[C@H](C)C=O.O. As for the strongest force on any atom: 4.145 eV/Å.

Atom-resolved charges from Löwdin, all expressed in e: -0.084, -0.268, -0.089, -0.040, -0.355, -0.218, 0.048, 0.031, 0.081, 0.096, 0.072, 0.124, 0.133, 0.116, 0.073, 0.066, 0.101, 0.119, 0.094, -0.028, -0.072

4.
One molecule with the formula C15H20F2N2O, computed with wB97M-V/def2-TZVPD.

Last columns: bonded neighbours and bond lengths (Å).
Cartesian coordinates (Å):
1 O 0.73 -1.05 -2.01  C2 1.210
2 C 0.77 -1.54 -0.91  O1 1.210, N3 1.372, C16 1.513
3 N 1.82 -1.41 -0.04  C2 1.372, C4 1.391, H15 1.010
4 C 2.99 -0.67 -0.19  N3 1.391, C5 1.395, C9 1.394
5 C 3.92 -0.70 0.85  C4 1.395, C6 1.380, H14 1.080
6 C 5.10 0.00 0.75  C5 1.380, C7 1.389, F13 1.344
7 C 5.38 0.75 -0.39  C6 1.389, C8 1.384, F12 1.345
8 C 4.46 0.79 -1.42  C7 1.384, C9 1.381, H11 1.078
9 C 3.27 0.08 -1.33  C4 1.394, C8 1.381, H10 1.077
10 H 2.56 0.10 -2.14  C9 1.077
11 H 4.69 1.37 -2.30  C8 1.078
12 F 6.53 1.44 -0.49  C7 1.345
13 F 5.98 -0.04 1.77  C6 1.344
14 H 3.73 -1.28 1.75  C5 1.080
15 H 1.74 -1.89 0.84  N3 1.010
16 C -0.34 -2.41 -0.35  C2 1.513, H17 1.092, H18 1.090, C19 1.554
17 H 0.08 -3.38 -0.09  C16 1.092
18 H -1.08 -2.55 -1.14  C16 1.090
19 C -1.04 -1.84 0.92  C16 1.554, N20 1.437, H39 1.095, H40 1.095
20 N -1.75 -0.60 0.77  C19 1.437, C21 1.454, C28 1.449
21 C -2.84 -0.64 -0.19  N20 1.454, C22 1.531, H37 1.093, H38 1.099
22 C -3.99 0.27 0.26  C21 1.531, C23 1.530, H35 1.091, H36 1.092
23 C -3.92 1.70 -0.28  C22 1.530, C24 1.531, H33 1.092, H34 1.092
24 C -2.51 2.29 -0.32  C23 1.531, H25 1.092, H26 1.092, C27 1.528
25 H -2.60 3.38 -0.34  C24 1.092
26 H -2.00 2.00 -1.24  C24 1.092
27 C -1.63 1.89 0.87  C24 1.528, C28 1.530, H31 1.090, H32 1.092
28 C -0.89 0.57 0.64  N20 1.449, C27 1.530, H29 1.095, H30 1.103
29 H -0.11 0.48 1.41  C28 1.095
30 H -0.40 0.61 -0.34  C28 1.103
31 H -2.22 1.83 1.78  C27 1.090
32 H -0.86 2.66 1.01  C27 1.092
33 H -4.32 1.72 -1.30  C23 1.092
34 H -4.56 2.32 0.34  C23 1.092
35 H -3.98 0.27 1.35  C22 1.091
36 H -4.94 -0.17 -0.06  C22 1.092
37 H -3.20 -1.67 -0.22  C21 1.093
38 H -2.51 -0.37 -1.20  C21 1.099
39 H -0.30 -1.70 1.72  C19 1.095
40 H -1.76 -2.59 1.25  C19 1.095

The value obtained for the orbital gap is 9.037 eV. As for the energy above the lowest of the compared OMol25 structures with the same formula, charge and spin: 0.0 kcal/mol. The spin multiplicity is 1. Its charge is 0. The SMILES is O=C(CCN1CCCCCC1)Nc1ccc(F)c(F)c1. As for the strongest force on any atom: 0.624 eV/Å.

Atom-resolved charges from Löwdin, all expressed in e: 0.070, -0.483, 0.130, -0.217, 0.054, -0.209, -0.216, 0.010, -0.004, 0.101, 0.124, 0.081, 0.087, 0.126, 0.139, -0.079, 0.122, 0.115, -0.196, -0.175, -0.186, -0.182, -0.209, -0.208, 0.105, 0.106, -0.174, -0.200, 0.121, 0.116, 0.115, 0.110, 0.106, 0.106, 0.109, 0.105, 0.118, 0.131, 0.111, 0.120